No. 1
C26H35IN9O2PrSe2 | ωB97M-V with the def2-TZVPD basis set

- highest occupied orbital energy (alpha / beta) (eV) = -12.95 / -12.95
- LUMO (alpha / beta) (eV) = -5.6 / -5.6
- charge = +2
- 2S+1 = 3
- energy above the lowest of the compared OMol25 structures with the same formula, charge and spin (kcal per mole) = 3.2

Positions of all 76 atoms, in Å:
Pr  0.17  0.08  -0.66
C  -2.47  2.85  2.40
C  -1.90  1.66  3.10
N  -2.15  1.54  4.37
C  -1.58  0.57  5.11
C  -0.84  -0.43  4.55
C  -0.26  -1.54  5.41
O  1.18  -1.52  5.31
C  -0.55  -0.35  3.17
C  0.30  -1.32  2.58
N  0.84  -1.30  1.40
C  1.82  -2.31  1.10
C  1.50  -3.64  1.17
C  2.44  -4.63  0.92
C  3.71  -4.21  0.48
C  4.05  -2.89  0.36
C  3.11  -1.93  0.68
I  3.65  0.07  0.80
C  -1.04  0.75  2.40
O  -0.78  0.91  1.15
H  -1.99  3.78  2.75
H  -3.50  2.94  2.75
H  -2.44  2.80  1.31
H  -1.82  0.62  6.12
H  -0.52  -2.56  5.15
H  -0.58  -1.33  6.43
H  1.57  -1.50  6.20
H  0.56  -2.16  3.29
H  0.47  -3.94  1.40
H  2.20  -5.64  1.08
H  4.45  -4.95  0.17
H  5.05  -2.63  0.02
N  -3.54  -2.31  1.09
C  -2.29  -2.50  0.58
N  -1.98  -1.44  -0.18
C  -3.10  -0.65  -0.10
N  -4.00  -1.13  0.70
C  -3.24  0.57  -0.87
C  -4.33  1.46  -0.82
N  -4.32  2.55  -1.57
C  -3.27  2.77  -2.35
C  -2.12  1.96  -2.28
N  -2.13  0.88  -1.51
H  -4.02  -2.96  1.69
H  -1.77  -3.48  0.65
H  -5.18  1.19  -0.16
H  -3.27  3.57  -3.07
H  -1.23  2.29  -2.80
C  0.26  4.46  0.06
Se  1.47  2.93  0.24
C  2.80  3.50  -1.11
C  2.38  3.39  -2.53
Se  2.28  1.52  -3.06
C  1.71  1.87  -4.92
H  0.87  5.36  0.10
H  -0.33  4.41  0.96
H  -0.30  4.29  -0.84
H  3.77  2.98  -0.93
H  3.07  4.54  -0.87
H  3.05  3.89  -3.24
H  1.40  3.82  -2.69
H  0.98  2.70  -4.85
H  1.24  1.00  -5.34
H  2.54  2.22  -5.56
N  1.74  -1.87  -1.90
C  1.11  -2.73  -2.90
C  0.36  -1.80  -3.85
N  -0.60  -0.99  -3.11
H  2.44  -1.34  -2.36
H  2.25  -2.50  -1.27
H  0.34  -3.37  -2.44
H  1.77  -3.31  -3.50
H  -0.15  -2.38  -4.61
H  1.09  -1.17  -4.41
H  -1.33  -1.59  -2.78
H  -1.08  -0.38  -3.79

***

No. 2
C30H28N3O3S5Sn | ωB97M-V with the def2-TZVPD basis set

- highest occupied orbital energy (eV) = -10.26
- LUMO (eV) = -3.9
- charge = +1
- energy above the lowest of the compared OMol25 structures with the same formula, charge and spin (kcal per mole) = 26.1

Positions of all 70 atoms, in Å:
Sn  -0.26  0.11  0.53
C  -0.92  0.49  3.79
N  0.12  -0.03  2.89
C  0.37  -1.46  3.22
C  1.37  0.74  3.05
C  2.33  0.42  1.94
C  3.71  0.38  2.15
C  4.56  0.16  1.08
C  4.04  -0.05  -0.20
C  2.67  -0.05  -0.40
C  1.81  0.18  0.68
H  -0.61  0.33  4.83
H  -1.86  -0.03  3.61
H  -1.07  1.55  3.62
H  0.66  -1.53  4.27
H  1.18  -1.85  2.61
H  -0.53  -2.04  3.06
H  1.81  0.57  4.04
H  1.09  1.80  3.01
H  4.11  0.55  3.14
H  5.63  0.14  1.24
H  4.71  -0.23  -1.03
H  2.28  -0.25  -1.39
O  -6.72  0.21  -1.42
C  -5.67  0.20  -0.85
S  -4.86  -1.28  -0.30
C  -3.53  -0.49  0.50
C  -3.48  0.87  0.44
S  -2.11  1.77  0.87
S  -4.76  1.68  -0.44
S  -2.22  -1.43  1.05
N  2.60  6.89  -2.12
C  2.49  6.43  -0.85
O  2.91  7.02  0.12
C  1.80  5.10  -0.68
C  1.79  4.11  -1.65
C  1.17  2.90  -1.36
N  0.57  2.66  -0.20
C  0.58  3.63  0.73
C  1.18  4.85  0.53
H  3.03  7.79  -2.26
H  2.12  6.47  -2.89
H  2.27  4.24  -2.61
H  1.17  2.11  -2.09
H  0.07  3.42  1.66
H  1.19  5.61  1.31
O  0.49  -2.13  -0.29
S  0.15  -3.51  0.26
C  -0.03  -4.56  -1.15
C  0.88  -4.46  -2.20
C  0.72  -5.30  -3.29
C  -0.33  -6.22  -3.31
C  -1.23  -6.30  -2.26
C  -1.09  -5.45  -1.16
C  1.64  -4.13  0.98
C  1.56  -5.28  1.75
C  2.70  -5.77  2.35
C  3.91  -5.10  2.20
C  3.98  -3.94  1.44
C  2.83  -3.44  0.82
H  1.68  -3.74  -2.16
H  1.41  -5.25  -4.11
H  -0.44  -6.88  -4.16
H  -2.04  -7.01  -2.29
H  -1.79  -5.48  -0.34
H  0.61  -5.80  1.88
H  2.66  -6.67  2.95
H  4.80  -5.48  2.68
H  4.92  -3.42  1.33
H  2.86  -2.53  0.24

***

No. 3
C2HNOS | ωB97M-V with the def2-TZVPD basis set

- highest occupied orbital energy (eV) = -11.29
- LUMO (eV) = -1.5
- charge = 0
- energy above the lowest of the compared OMol25 structures with the same formula, charge and spin (kcal per mole) = 108.5

Positions of all 6 atoms, in Å:
C  1.47  1.22  -1.13
C  0.05  0.60  0.31
N  2.31  1.34  -1.90
O  0.45  0.66  2.79
S  0.98  1.00  1.48
H  -0.93  0.11  0.05

***

No. 4
C16H58N16O13 | ωB97M-V with the def2-TZVPD basis set

- highest occupied orbital energy (eV) = -7.48
- LUMO (eV) = -0.1
- charge = 0
- energy above the lowest of the compared OMol25 structures with the same formula, charge and spin (kcal per mole) = 208.4

Positions of all 103 atoms, in Å:
C  -1.39  1.04  -0.03
C  -0.22  0.28  -0.65
O  0.14  -0.79  0.19
H  -1.62  1.94  -0.54
H  -1.14  1.28  0.96
H  -2.25  0.42  -0.02
H  0.59  1.00  -0.68
H  -0.38  0.02  -1.64
H  0.79  -1.39  -0.16
C  -3.13  -1.07  -1.96
C  -3.44  -1.95  -3.09
O  -2.69  -1.51  -4.17
H  -2.02  -1.14  -1.78
H  -3.69  -1.24  -1.05
H  -3.40  -0.07  -2.27
H  -4.53  -1.97  -3.34
H  -3.16  -2.94  -2.79
H  -2.99  -2.09  -4.90
C  -1.44  -4.87  -1.07
C  -1.16  -3.73  -0.22
O  -1.60  -4.07  1.06
H  -2.45  -5.05  -1.24
H  -0.97  -5.80  -0.74
H  -0.95  -4.72  -2.01
H  -1.67  -2.77  -0.49
H  -0.13  -3.61  -0.25
H  -1.10  -3.42  1.60
C  3.55  1.80  -0.47
O  3.50  1.11  0.79
N  2.66  2.62  -0.89
N  4.50  1.59  -1.33
H  1.78  2.86  -0.40
H  2.95  3.25  -1.62
H  5.27  1.23  -0.79
H  4.56  2.12  -2.18
C  -0.34  4.22  1.14
O  0.50  3.26  0.58
N  -0.03  4.84  2.24
N  -1.47  4.64  0.60
H  0.90  4.60  2.58
H  -0.41  5.79  2.46
H  -1.53  4.45  -0.43
H  -2.00  5.43  0.98
C  1.82  -4.64  1.97
O  1.36  -3.40  1.64
N  3.01  -5.08  1.86
N  1.06  -5.56  2.54
H  3.70  -4.43  1.62
H  3.34  -5.99  2.14
H  0.03  -5.38  2.48
H  1.40  -6.51  2.78
C  4.76  -2.62  0.60
O  5.37  -2.72  -0.68
N  5.12  -3.33  1.62
N  3.75  -1.83  0.77
H  5.91  -3.98  1.55
H  4.74  -3.21  2.58
H  3.39  -1.18  0.07
H  3.31  -1.70  1.75
C  0.68  1.08  3.23
O  -0.71  1.20  3.42
N  1.28  0.48  2.30
N  1.59  1.42  4.15
H  0.67  0.02  1.61
H  2.11  0.95  1.80
H  1.27  1.65  5.05
H  2.52  0.95  4.09
C  -2.55  -1.22  2.19
O  -1.31  -1.75  2.58
N  -3.51  -1.94  1.74
N  -2.86  0.02  2.45
H  -3.26  -2.95  1.66
H  -4.44  -1.57  1.89
H  -3.47  0.64  1.89
H  -2.15  0.61  2.91
C  2.38  -1.00  -2.22
O  1.78  -0.08  -3.01
N  1.80  -2.13  -1.94
N  3.60  -0.90  -1.91
H  0.94  -2.31  -2.49
H  2.18  -2.95  -1.52
H  3.99  0.06  -1.89
H  4.12  -1.71  -1.56
C  -2.69  4.05  -2.47
O  -2.99  2.71  -2.78
N  -3.54  4.99  -2.75
N  -1.52  4.43  -2.06
H  -4.44  4.81  -3.19
H  -3.41  6.02  -2.41
H  -0.77  3.69  -2.18
H  -1.34  5.48  -1.95
C  -2.97  3.13  3.31
O  -3.13  2.95  2.00
H  -1.92  3.26  3.55
H  -3.31  2.29  3.91
H  -3.50  4.02  3.59
H  -2.41  3.43  1.51
C  -0.09  1.97  -3.93
O  0.38  2.68  -2.84
H  -0.84  2.51  -4.44
H  -0.40  1.03  -3.61
H  0.73  1.78  -4.59
H  1.05  2.14  -2.35

***

No. 5
C5H7NO | ωB97M-V with the def2-TZVPD basis set

- highest occupied orbital energy (eV) = -8.00
- LUMO (eV) = 0.5
- charge = 0
- energy above the lowest of the compared OMol25 structures with the same formula, charge and spin (kcal per mole) = 112.3

Positions of all 14 atoms, in Å:
C  1.16  -0.94  0.75
C  0.01  -0.02  0.53
C  -0.86  0.55  1.44
O  -1.83  1.19  0.79
C  -1.77  1.12  -0.58
C  -0.60  0.34  -0.79
N  -0.25  -0.21  -2.03
H  1.59  -0.81  1.74
H  1.97  -0.78  0.02
H  0.82  -1.97  0.64
H  -0.81  0.65  2.51
H  0.35  1.03  -0.12
H  0.71  -0.53  -2.11
H  -0.49  0.39  -2.80

***

No. 6
C28H52N2O2Si2V | ωB97M-V with the def2-TZVPD basis set

- highest occupied orbital energy (alpha / beta) (eV) = -11.11 / -11.24
- LUMO (alpha / beta) (eV) = -4.9 / -4.9
- charge = +1
- 2S+1 = 3
- energy above the lowest of the compared OMol25 structures with the same formula, charge and spin (kcal per mole) = 52.0

Positions of all 87 atoms, in Å:
O  2.73  1.97  0.51
O  5.61  0.81  -2.02
C  2.70  3.32  0.01
C  2.40  4.33  1.09
H  1.91  3.35  -0.79
H  3.66  3.49  -0.46
H  1.43  4.17  1.57
H  2.38  5.32  0.64
H  3.18  4.34  1.87
C  3.83  1.51  1.27
C  5.07  2.28  0.95
H  3.96  0.43  1.03
H  3.58  1.56  2.33
H  5.31  2.18  -0.10
H  5.91  1.89  1.53
H  4.93  3.35  1.20
C  5.44  -0.59  -1.92
C  5.45  1.38  -3.31
C  6.46  -1.09  -0.89
H  5.61  -1.12  -2.86
H  4.43  -0.80  -1.55
H  7.48  -0.83  -1.18
H  6.41  -2.18  -0.80
H  6.26  -0.66  0.10
C  6.76  2.00  -3.78
H  4.70  2.19  -3.18
H  5.09  0.66  -4.06
H  7.15  2.71  -3.05
H  6.60  2.53  -4.72
H  7.52  1.23  -3.95
H  1.32  1.21  0.81
V  0.03  0.48  0.20
C  1.45  0.43  -1.38
Si  0.60  0.43  -3.07
H  2.29  1.13  -1.47
H  1.90  -0.55  -1.15
C  1.05  2.02  -3.97
C  -1.24  0.31  -3.10
C  1.34  -0.97  -4.08
C  0.57  1.00  2.09
Si  1.18  -0.58  3.00
H  -0.51  1.07  2.19
H  0.96  1.92  2.53
C  2.32  -0.11  4.41
C  2.10  -1.65  1.78
C  -0.28  -1.56  3.67
H  2.41  -1.12  -3.87
H  1.23  -0.74  -5.15
H  0.81  -1.92  -3.88
H  0.60  2.91  -3.49
H  0.63  1.95  -4.99
H  2.13  2.18  -4.06
H  -1.75  1.13  -2.57
H  -1.62  -0.63  -2.69
H  -1.57  0.36  -4.15
H  2.98  -2.07  2.30
H  2.47  -1.13  0.89
H  1.47  -2.49  1.46
H  0.07  -2.31  4.40
H  -0.82  -2.09  2.86
H  -0.99  -0.89  4.18
H  2.31  -0.89  5.17
H  2.00  0.84  4.88
H  3.36  0.01  4.06
C  -1.98  -4.71  0.20
C  -0.72  -4.11  -0.01
C  -0.59  -2.75  -0.16
C  -1.74  -1.94  -0.02
C  -3.02  -2.50  0.08
C  -3.16  -3.88  0.21
N  -1.61  -0.57  0.14
N  -2.79  0.07  0.30
C  -2.65  1.44  0.14
C  -3.79  2.27  0.16
C  -3.64  3.63  -0.02
C  -2.36  4.17  -0.25
C  -1.22  3.35  -0.28
C  -1.36  1.99  -0.07
H  -2.10  -5.78  0.33
H  0.14  -4.77  -0.05
H  0.37  -2.29  -0.39
H  -3.89  -1.83  0.09
H  -4.15  -4.32  0.30
H  -4.77  1.79  0.31
H  -4.51  4.30  0.00
H  -2.24  5.25  -0.41
H  -0.22  3.75  -0.48

***

No. 7
C5H5N | ωB97M-V with the def2-TZVPD basis set

- highest occupied orbital energy (alpha / beta) (eV) = -9.74 / -9.75
- LUMO (alpha / beta) (eV) = -3.4 / -3.4
- charge = 0
- energy above the lowest of the compared OMol25 structures with the same formula, charge and spin (kcal per mole) = 208.3

Positions of all 11 atoms, in Å:
C  -2.94  0.45  0.99
C  0.38  -1.11  -0.56
C  1.03  1.08  -0.33
C  1.14  -0.23  0.49
C  -0.13  0.17  -0.21
N  -3.95  0.60  1.48
H  0.64  -1.39  -1.63
H  -0.05  -2.04  -0.20
H  1.05  2.11  -0.03
H  1.33  0.91  -1.39
H  1.50  -0.55  1.39

***

No. 8
C42H53AuN9O2S2Sb | ωB97M-V with the def2-TZVPD basis set

- highest occupied orbital energy (eV) = -7.07
- LUMO (eV) = 0.5
- charge = 0
- energy above the lowest of the compared OMol25 structures with the same formula, charge and spin (kcal per mole) = 2.4

Positions of all 110 atoms, in Å:
Au  0.62  0.09  -0.66
C  -0.77  -4.81  -2.19
N  -1.53  -3.68  -2.68
C  -2.96  -3.87  -2.86
C  -3.49  -2.45  -2.97
N  -2.47  -1.69  -2.28
C  -2.53  -0.25  -2.32
C  -1.27  -2.37  -2.30
N  -0.15  -1.82  -2.02
C  1.11  -2.44  -2.40
C  2.01  -1.42  -3.07
N  2.56  -0.46  -2.13
C  3.61  0.24  -2.41
N  4.19  1.10  -1.50
C  3.50  1.57  -0.32
C  5.12  2.00  -2.15
C  5.51  1.18  -3.37
N  4.33  0.36  -3.59
C  4.44  -0.61  -4.66
H  -1.46  -5.61  -1.93
H  -0.21  -4.55  -1.28
H  -0.07  -5.20  -2.92
H  -3.39  -4.39  -1.99
H  -3.17  -4.47  -3.74
H  -4.46  -2.33  -2.48
H  -3.59  -2.12  -4.01
H  -3.55  0.06  -2.08
H  -2.26  0.15  -3.30
H  -1.86  0.19  -1.58
H  0.98  -3.26  -3.12
H  1.62  -2.85  -1.52
H  1.40  -0.91  -3.83
H  2.78  -1.99  -3.60
H  3.14  0.74  0.27
H  2.66  2.23  -0.56
H  4.22  2.12  0.29
H  5.96  2.22  -1.50
H  4.63  2.94  -2.44
H  6.39  0.56  -3.16
H  5.72  1.80  -4.24
H  5.11  -0.20  -5.41
H  3.49  -0.79  -5.15
H  4.86  -1.57  -4.32
C  3.17  -2.06  1.12
C  3.53  -1.08  2.21
C  4.82  -1.10  2.73
C  5.22  -0.23  3.73
C  4.30  0.68  4.24
C  3.01  0.71  3.73
C  2.61  -0.15  2.72
Sb  0.60  -0.05  1.94
C  -0.10  -1.83  2.90
C  0.57  -2.31  4.02
C  0.17  -3.48  4.65
C  -0.92  -4.19  4.15
C  -1.60  -3.71  3.04
C  -1.21  -2.53  2.40
C  -1.99  -2.03  1.21
C  -0.16  1.38  3.31
C  -0.96  0.97  4.37
C  -1.42  1.90  5.30
C  -1.06  3.23  5.17
C  -0.27  3.64  4.10
C  0.18  2.73  3.15
C  1.00  3.20  1.98
H  3.99  -2.75  0.93
H  2.92  -1.54  0.19
H  2.29  -2.66  1.41
H  5.53  -1.82  2.33
H  6.23  -0.26  4.12
H  4.59  1.36  5.03
H  2.30  1.42  4.14
H  1.42  -1.77  4.41
H  0.70  -3.84  5.52
H  -1.24  -5.10  4.63
H  -2.46  -4.25  2.66
H  -2.86  -2.66  1.02
H  -1.37  -2.02  0.31
H  -2.34  -1.01  1.37
H  -1.24  -0.07  4.47
H  -2.05  1.58  6.11
H  -1.40  3.96  5.89
H  -0.01  4.69  3.99
H  0.94  4.28  1.87
H  0.64  2.76  1.04
H  2.06  2.93  2.10
N  -7.82  1.33  -0.80
C  -6.55  1.85  -0.57
C  -5.60  1.12  0.14
C  -4.35  1.66  0.40
C  -4.04  2.94  -0.04
C  -4.98  3.68  -0.74
C  -6.23  3.14  -1.01
S  -2.48  3.65  0.40
O  -2.44  4.94  -0.25
O  -2.39  3.59  1.84
N  -1.38  2.66  -0.17
C  -1.04  2.66  -1.46
S  -1.72  3.63  -2.76
C  -0.69  2.84  -3.90
C  0.11  1.96  -3.26
N  -0.08  1.85  -1.91
H  -7.92  0.33  -0.74
H  -8.36  1.75  -1.53
H  -5.84  0.12  0.48
H  -3.62  1.10  0.96
H  -4.72  4.67  -1.07
H  -6.96  3.72  -1.56
H  -0.68  3.11  -4.95
H  0.88  1.36  -3.72